(1)
{
  "formula": "C29H36F9N2O",
  "method": "ωB97M-V/def2-TZVPD",
  "homo_ev": -11.348,
  "de_lowest_kj_mol": 0.00,
  "homo_lumo_gap_ev": 8.397,
  "total_charge": 1,
  "e_lumo_ev": -2.951,
  "molar_mass_g_mol": 599.602,
  "elements": ["C", "C", "C", "C", "N", "C", "C", "C", "C", "N", "C", "C", "F", "F", "C", "F", "F", "C", "F", "F", "C", "F", "F", "F", "C", "O", "C", "C", "C", "C", "C", "C", "C", "C", "C", "H", "H", "H", "H", "H", "H", "H", "H", "H", "H", "H", "H", "H", "H", "H", "H", "H", "H", "H", "H", "H", "H", "H", "H", "H", "H", "H", "H", "H", "H", "C", "C", "C", "C", "C", "C", "H", "H", "H", "H", "H", "H"],
  "coordinates": [[2.564, 2.105, -0.470], [2.404, 1.441, 0.663], [1.092, 1.117, 1.329], [0.340, -0.136, 0.796], [-0.833, 0.210, 0.001], [-0.597, 1.119, -1.125], [-1.843, 1.132, -2.046], [-2.400, 2.544, -2.248], [-3.801, 2.460, -2.864], [-0.209, -0.896, 1.982], [-0.799, -2.252, 1.695], [-2.310, -2.166, 1.935], [-2.426, -1.849, 3.259], [-2.896, -1.164, 1.275], [-3.061, -3.514, 1.717], [-3.971, -3.631, 2.697], [-2.203, -4.526, 1.862], [-3.855, -3.640, 0.377], [-3.802, -4.926, 0.016], [-3.293, -2.919, -0.597], [-5.364, -3.260, 0.480], [-5.516, -2.122, 1.126], [-6.052, -4.209, 1.049], [-5.808, -3.096, -0.751], [-0.322, -2.913, 0.373], [0.296, -2.074, -0.565], [1.189, -1.134, -0.004], [2.329, -1.792, 0.787], [3.363, -2.353, -0.160], [3.285, -3.659, -0.644], [4.231, -4.138, -1.554], [5.283, -3.323, -2.020], [6.272, -3.839, -3.023], [5.367, -2.022, -1.517], [4.421, -1.542, -0.607], [3.509, 2.079, -0.993], [1.788, 2.694, -0.935], [3.291, 1.075, 1.161], [0.437, 1.987, 1.318], [1.320, 0.958, 2.389], [-1.479, 0.688, 0.626], [0.255, 0.802, -1.715], [-0.465, 2.145, -0.780], [-2.607, 0.516, -1.572], [-1.598, 0.657, -2.993], [-1.713, 3.079, -2.901], [-2.428, 3.007, -1.263], [-4.044, 3.341, -3.446], [-3.853, 1.572, -3.489], [-4.541, 2.314, -2.081], [-0.874, -0.285, 2.466], [0.560, -1.018, 2.642], [-0.461, -2.901, 2.496], [-1.125, -3.418, -0.147], [0.386, -3.693, 0.658], [1.630, -0.625, -0.851], [1.983, -2.570, 1.469], [2.839, -1.049, 1.398], [2.486, -4.321, -0.334], [4.166, -5.147, -1.940], [7.011, -3.088, -3.277], [6.731, -4.768, -2.698], [5.733, -4.066, -3.944], [6.176, -1.381, -1.837], [4.509, -0.527, -0.242], [-0.110, 5.153, 0.782], [0.416, 6.391, 1.122], [-0.365, 7.315, 1.802], [-1.671, 6.999, 2.147], [-2.196, 5.760, 1.813], [-1.419, 4.835, 1.129], [0.501, 4.434, 0.246], [1.435, 6.638, 0.854], [0.045, 8.282, 2.060], [-2.279, 7.719, 2.679], [-3.214, 5.514, 2.088], [-1.837, 3.871, 0.863]],
  "atomic_forces_ev_per_a": [[0.01, 0.12, -0.07], [-0.01, -0.10, -0.20], [0.50, 0.02, 0.93], [-0.15, 1.01, -1.23], [0.29, -0.09, 0.75], [-0.91, -0.11, -0.61], [0.23, 0.08, 0.61], [-0.11, -0.89, -0.30], [0.40, -0.08, 0.28], [0.33, -0.01, 0.12], [-0.49, -0.29, -0.33], [0.45, -0.10, 0.38], [-0.04, 0.07, 0.15], [-0.23, 0.14, -0.22], [-0.87, 0.51, 0.19], [-0.11, -0.06, 0.24], [0.50, -0.19, -0.20], [-0.05, -0.54, 0.14], [0.01, -0.33, -0.11], [0.26, 0.34, -0.19], [0.64, 0.18, -0.62], [-0.09, 0.66, 0.53], [-0.41, -0.62, 0.63], [-0.25, 0.05, -0.68], [0.71, -0.02, -0.14], [-0.03, -0.07, -0.02], [-0.19, -0.36, 0.33], [0.44, 0.21, -0.27], [0.61, -0.09, -0.34], [0.48, 0.03, -0.39], [0.29, 0.69, -0.06], [-0.51, 0.02, 0.68], [-0.59, 0.03, -0.27], [-0.50, -0.28, 0.20], [-0.22, -0.58, -0.09], [0.27, 0.40, 0.24], [-0.28, -0.32, -0.20], [0.07, -0.40, -0.13], [-0.25, -0.03, -0.18], [-0.02, 0.03, 0.09], [-0.18, 0.01, -0.16], [0.30, -0.03, 0.21], [0.45, 0.09, 0.06], [-0.10, -0.11, 0.00], [-0.10, 0.00, -0.15], [0.00, 0.34, 0.10], [0.00, 0.42, -0.07], [-0.18, 0.06, -0.05], [-0.08, 0.07, -0.33], [-0.15, 0.12, 0.04], [-0.19, -0.19, 0.02], [0.06, -0.02, -0.03], [0.06, 0.01, 0.16], [-0.23, 0.16, 0.01], [-0.03, -0.13, 0.12], [0.01, 0.22, -0.05], [-0.13, -0.08, 0.01], [-0.12, 0.15, 0.14], [-0.05, 0.00, 0.09], [-0.12, -0.09, 0.08], [0.25, -0.04, 0.13], [0.23, 0.02, 0.10], [0.04, -0.07, -0.11], [0.05, 0.08, -0.02], [0.02, 0.06, 0.05], [-0.13, -0.09, 0.06], [0.08, -0.02, -0.05], [-0.01, 0.00, 0.00], [0.01, 0.01, 0.01], [-0.07, -0.08, 0.02], [0.15, 0.05, 0.01], [0.01, 0.03, -0.02], [0.00, 0.00, -0.01], [0.01, 0.00, 0.00], [-0.01, 0.00, 0.00], [-0.01, 0.01, -0.02], [-0.02, 0.01, -0.01]]
}

---

(2)
{
  "formula": "C29H33GeOPtS",
  "method": "ωB97M-V/def2-TZVPD",
  "homo_ev": [-14.041, -14.027],
  "de_lowest_kj_mol": 53.90,
  "homo_lumo_gap_ev": [6.567, 5.113],
  "spin_multiplicity": 2,
  "total_charge": 2,
  "e_lumo_ev": [-7.473, -8.913],
  "molar_mass_g_mol": 697.337,
  "elements": ["Pt", "C", "C", "C", "C", "C", "C", "C", "C", "C", "H", "H", "H", "H", "H", "H", "H", "H", "H", "H", "H", "H", "C", "S", "C", "O", "H", "H", "H", "H", "H", "H", "C", "C", "C", "C", "C", "C", "Ge", "C", "C", "C", "C", "C", "C", "C", "C", "C", "C", "C", "C", "H", "H", "H", "H", "H", "H", "H", "H", "H", "H", "H", "H", "H", "H", "H"],
  "coordinates": [[-0.221, -0.107, -0.462], [-3.092, -2.104, -0.189], [-1.598, -2.085, -0.264], [-0.939, -1.917, -1.530], [0.456, -2.097, -1.677], [1.067, -2.184, -3.039], [1.213, -2.262, -0.504], [0.596, -2.404, 0.761], [1.424, -2.714, 1.963], [-0.808, -2.338, 0.849], [-3.433, -3.126, -0.373], [-3.546, -1.466, -0.946], [-3.451, -1.808, 0.796], [-1.554, -1.836, -2.418], [0.388, -1.822, -3.808], [1.289, -3.234, -3.248], [2.003, -1.631, -3.095], [2.288, -2.385, -0.581], [1.565, -3.798, 2.015], [0.937, -2.399, 2.883], [2.411, -2.259, 1.899], [-1.283, -2.494, 1.810], [-2.094, 3.123, 1.645], [-2.167, 1.355, 1.672], [-2.064, 1.079, 3.418], [-0.755, 0.902, 1.199], [-3.005, 3.505, 2.106], [-2.044, 3.433, 0.603], [-1.203, 3.453, 2.180], [-2.978, 1.468, 3.867], [-1.183, 1.586, 3.810], [-1.997, 0.007, 3.590], [1.526, 5.325, 1.773], [2.275, 4.155, 1.741], [2.010, 3.191, 0.779], [0.993, 3.392, -0.159], [0.250, 4.574, -0.124], [0.521, 5.538, 0.838], [0.509, 2.018, -1.418], [-1.086, 2.496, -2.442], [-1.007, 3.569, -3.328], [-2.122, 3.956, -4.061], [-3.316, 3.259, -3.943], [-3.414, 2.194, -3.060], [-2.302, 1.814, -2.320], [1.904, 1.806, -2.721], [1.693, 0.937, -3.798], [2.722, 0.647, -4.681], [3.966, 1.240, -4.505], [4.187, 2.105, -3.440], [3.161, 2.394, -2.552], [1.740, 6.082, 2.517], [3.064, 3.995, 2.464], [2.609, 2.287, 0.752], [-0.528, 4.756, -0.858], [-0.052, 6.456, 0.856], [-0.075, 4.108, -3.454], [-2.051, 4.797, -4.738], [-4.168, 3.540, -4.548], [-4.351, 1.661, -2.953], [-2.396, 0.983, -1.623], [0.712, 0.497, -3.953], [2.555, -0.031, -5.509], [4.761, 1.044, -5.211], [5.160, 2.557, -3.302], [3.340, 3.083, -1.735]],
  "atomic_forces_ev_per_a": [[0.22, -1.43, 0.82], [0.04, 0.09, -0.03], [-0.11, -0.51, -0.28], [-0.42, -0.08, -0.09], [-0.04, 0.49, -0.34], [0.20, -0.12, 0.08], [-0.03, 0.28, 0.08], [-0.10, -0.11, 0.05], [0.00, 0.09, -0.01], [0.12, -0.15, 0.03], [-0.02, 0.01, -0.01], [0.01, 0.01, 0.00], [-0.01, 0.00, 0.00], [0.02, 0.15, 0.00], [0.00, 0.00, 0.01], [-0.03, 0.00, 0.00], [-0.02, 0.00, 0.00], [0.01, 0.15, 0.00], [0.00, 0.00, 0.01], [0.00, 0.00, 0.00], [0.00, 0.00, 0.00], [0.03, 0.07, 0.02], [0.05, 0.13, 0.00], [-0.15, -0.06, -0.30], [0.10, -0.08, 0.13], [0.22, 0.70, 0.44], [-0.01, -0.02, 0.00], [-0.07, -0.01, -0.01], [-0.02, 0.01, -0.01], [0.01, 0.00, 0.00], [-0.02, 0.02, 0.00], [-0.04, 0.01, -0.01], [0.00, 0.02, -0.01], [0.02, -0.03, -0.03], [-0.07, 0.08, -0.02], [-0.20, -0.29, 0.60], [0.14, 0.02, 0.03], [0.03, 0.03, -0.07], [0.16, 1.29, -1.59], [-0.45, -0.41, 0.37], [0.06, 0.03, 0.02], [0.06, -0.02, -0.08], [-0.03, -0.02, 0.01], [0.07, -0.05, -0.03], [0.00, 0.26, 0.06], [0.32, -0.63, 0.14], [0.12, 0.10, 0.07], [-0.07, 0.10, -0.07], [0.02, 0.00, 0.01], [-0.05, 0.12, -0.04], [-0.01, -0.19, 0.00], [-0.02, -0.01, 0.01], [0.01, 0.02, -0.02], [-0.03, -0.02, 0.04], [-0.04, -0.03, 0.04], [0.03, 0.02, -0.01], [-0.01, 0.00, -0.01], [0.01, -0.02, -0.02], [-0.01, 0.06, 0.06], [0.01, -0.02, -0.03], [-0.03, -0.03, -0.01], [-0.01, 0.03, 0.00], [0.00, 0.06, -0.04], [0.02, -0.07, 0.05], [-0.02, 0.04, -0.05], [0.01, -0.04, 0.04]]
}

---

(3)
{
  "formula": "C17H22FeN5O2",
  "method": "ωB97M-V/def2-TZVPD",
  "homo_ev": [-14.450, -14.407],
  "de_lowest_kj_mol": 80.94,
  "homo_lumo_gap_ev": [8.633, 6.289],
  "spin_multiplicity": 6,
  "total_charge": 2,
  "e_lumo_ev": [-5.816, -8.118],
  "molar_mass_g_mol": 384.241,
  "elements": ["Fe", "C", "C", "C", "C", "N", "C", "C", "C", "C", "C", "C", "C", "H", "H", "H", "H", "H", "H", "H", "H", "N", "C", "C", "C", "C", "N", "C", "N", "N", "C", "O", "O", "H", "H", "H", "H", "H", "H", "H", "H", "H", "H", "H", "H", "H", "H"],
  "coordinates": [[-1.078, -1.422, -0.112], [1.546, -2.106, -3.681], [0.654, -2.149, -4.742], [-0.671, -1.815, -4.531], [-1.103, -1.475, -3.247], [-0.225, -1.460, -2.231], [1.053, -1.749, -2.439], [-2.489, -1.107, -2.926], [-3.523, -1.200, -3.873], [-4.803, -0.781, -3.568], [-5.110, -0.282, -2.313], [-4.101, -0.189, -1.350], [-2.842, -0.628, -1.663], [2.589, -2.336, -3.810], [0.989, -2.434, -5.726], [-1.362, -1.830, -5.355], [1.694, -1.681, -1.572], [-3.314, -1.581, -4.862], [-5.569, -0.816, -4.331], [-6.113, 0.046, -2.074], [-4.345, 0.216, -0.377], [-0.678, 1.078, 0.412], [0.314, 0.923, 1.495], [-0.125, 1.463, 2.857], [0.681, 2.668, 3.352], [2.019, 2.313, 4.013], [3.008, 1.793, 3.078], [3.364, 0.530, 2.867], [4.235, 0.250, 1.895], [2.866, -0.477, 3.575], [0.365, -0.625, 1.427], [1.138, -1.123, 0.582], [-0.549, -1.246, 2.008], [-0.333, 1.638, -0.358], [-1.550, 1.477, 0.751], [1.277, 1.317, 1.171], [-0.078, 0.654, 3.588], [-1.177, 1.746, 2.796], [0.090, 3.191, 4.105], [0.852, 3.368, 2.534], [1.855, 1.594, 4.816], [2.438, 3.221, 4.454], [3.484, 2.498, 2.531], [4.679, 0.972, 1.353], [4.539, -0.696, 1.730], [2.235, -0.329, 4.342], [3.175, -1.420, 3.411]],
  "atomic_forces_ev_per_a": [[0.70, 0.86, -0.72], [-0.28, 0.16, 0.02], [0.12, 0.02, 0.18], [-0.24, 0.10, 0.39], [0.44, -0.18, -0.57], [-0.96, -0.16, 1.25], [0.69, -0.09, -0.08], [0.01, 0.14, -0.13], [0.31, -0.03, 0.37], [-0.21, 0.08, -0.09], [0.32, -0.11, 0.22], [-0.27, 0.37, 0.43], [-0.17, -0.61, -0.29], [0.12, -0.05, 0.01], [0.03, -0.02, -0.15], [-0.06, 0.04, -0.09], [0.03, -0.09, 0.03], [0.02, -0.05, -0.01], [0.01, -0.04, 0.01], [0.01, -0.02, 0.04], [0.03, 0.07, 0.05], [-0.67, -0.01, -0.46], [0.21, -1.11, 0.32], [0.15, 0.21, -0.16], [-0.01, -0.27, 0.14], [-0.51, 0.28, 0.04], [0.30, -0.02, -0.20], [0.15, 0.17, -0.15], [0.11, -0.06, -0.05], [-0.24, -0.01, 0.12], [1.81, 1.64, 0.29], [-0.20, -0.38, -0.45], [-1.71, -0.90, -0.59], [-0.10, 0.00, 0.00], [0.18, 0.12, -0.07], [-0.15, 0.06, -0.03], [-0.10, -0.01, 0.06], [-0.03, -0.03, 0.09], [0.07, 0.07, -0.01], [0.00, 0.13, -0.02], [0.10, 0.07, 0.08], [0.04, -0.23, 0.08], [0.00, -0.17, -0.01], [-0.03, 0.01, 0.05], [-0.01, 0.06, 0.02], [0.02, 0.03, 0.03], [-0.01, -0.04, -0.02]]
}

---

(4)
{
  "formula": "C7H9N2",
  "method": "ωB97M-V/def2-TZVPD",
  "homo_ev": -12.685,
  "de_lowest_kj_mol": 620.71,
  "homo_lumo_gap_ev": 7.751,
  "total_charge": 1,
  "e_lumo_ev": -4.934,
  "molar_mass_g_mol": 121.163,
  "elements": ["C", "C", "C", "C", "C", "C", "C", "N", "N", "H", "H", "H", "H", "H", "H", "H", "H", "H"],
  "coordinates": [[2.033, -0.783, -0.508], [1.800, -0.614, -1.829], [0.975, -0.485, 0.451], [-1.183, 0.107, 2.064], [0.604, 0.188, -2.230], [0.065, 1.162, -1.089], [-1.798, -0.380, 3.251], [-0.884, 0.489, 0.998], [0.107, 0.411, 0.093], [2.653, -1.508, -0.083], [2.195, -1.062, -2.694], [0.981, 0.723, -3.058], [-0.124, -0.538, -2.417], [0.742, 2.094, -0.972], [-0.885, 1.577, -1.172], [-1.340, -0.008, 4.077], [-1.848, -1.409, 3.379], [-2.770, -0.086, 3.262]],
  "atomic_forces_ev_per_a": [[-1.37, 0.05, -0.58], [-1.47, 0.95, 2.14], [2.04, -1.37, 0.09], [-0.14, 0.51, -2.52], [0.63, 1.77, 2.35], [3.25, 1.50, -2.03], [1.20, -0.06, -1.42], [-1.03, -0.34, 2.72], [-0.18, -0.60, 1.21], [1.66, -0.68, 0.07], [1.26, -0.93, -0.43], [-0.61, 0.87, -1.28], [-1.50, -0.90, -1.08], [-0.69, -1.55, -0.22], [-1.82, 0.32, -0.91], [1.50, 1.38, 2.51], [0.38, -2.19, -0.50], [-3.11, 1.27, -0.12]]
}

---

(5)
{
  "formula": "C3H11NOS",
  "method": "ωB97M-V/def2-TZVPD",
  "homo_ev": -8.398,
  "de_lowest_kj_mol": 122.72,
  "smiles": "CSC.NCO",
  "homo_lumo_gap_ev": 9.243,
  "e_lumo_ev": 0.845,
  "molar_mass_g_mol": 109.194,
  "elements": ["C", "S", "C", "H", "H", "H", "H", "H", "H", "N", "C", "O", "H", "H", "H", "H", "H"],
  "coordinates": [[2.592, -0.687, -0.648], [1.620, -2.045, 0.155], [2.902, -3.213, 0.545], [2.096, 0.248, -0.428], [3.615, -0.742, -0.253], [2.738, -0.757, -1.768], [2.917, -3.227, 1.633], [3.847, -2.987, 0.005], [2.584, -4.207, 0.181], [-2.240, 1.836, -0.427], [-3.539, 1.945, 0.134], [-3.955, 3.243, 0.566], [-1.420, 2.158, 0.065], [-2.091, 2.232, -1.351], [-3.778, 1.102, 0.770], [-4.287, 1.708, -0.628], [-3.599, 3.392, 1.451]],
  "atomic_forces_ev_per_a": [[0.50, -0.90, -0.91], [-0.22, 1.32, -1.11], [0.11, -0.93, -0.49], [0.10, 0.19, 0.16], [-0.38, 0.39, 0.25], [-0.61, -0.25, 1.12], [0.87, -0.21, -0.09], [-0.51, 0.00, 0.82], [0.15, 0.39, 0.25], [1.03, -0.10, -0.93], [-1.08, 0.11, -1.46], [0.32, -0.46, 0.73], [-0.37, -0.17, 0.92], [-0.80, -0.06, 0.12], [0.56, 0.32, 1.34], [0.42, 0.27, -0.57], [-0.07, 0.08, -0.14]]
}

---

(6)
{
  "formula": "C3H6I2",
  "method": "ωB97M-V/def2-TZVPD",
  "homo_ev": -9.013,
  "de_lowest_kj_mol": 73.02,
  "smiles": "C=C(C)I.I",
  "homo_lumo_gap_ev": 9.518,
  "e_lumo_ev": 0.505,
  "molar_mass_g_mol": 295.889,
  "elements": ["C", "C", "C", "I", "H", "H", "H", "H", "H", "I", "H"],
  "coordinates": [[-0.069, -1.234, -0.098], [0.769, -0.162, -0.179], [0.949, 0.618, -1.470], [1.923, 0.459, 1.513], [-0.524, -1.615, -1.069], [-0.178, -1.763, 0.817], [1.715, 1.389, -1.551], [0.025, 1.162, -1.817], [1.045, -0.254, -2.203], [-2.134, 0.344, 2.852], [-3.522, 1.055, 3.205]],
  "atomic_forces_ev_per_a": [[1.43, 1.57, -1.76], [-1.13, -0.66, 0.20], [-1.22, -1.14, -1.30], [-0.55, -0.19, -0.54], [0.38, 0.56, 1.56], [-0.24, -0.49, 0.42], [0.39, -0.65, 0.28], [0.52, -0.63, 0.76], [0.40, 1.61, 0.38], [0.15, -0.01, -0.06], [-0.14, 0.04, 0.05]]
}

---

> What is the formula in the first record?

C29H36F9N2O

---

> What is the formula in the fourth record?

C7H9N2